1.
Computed, not measured: an isolated molecule of C2H8N4 in a non-equilibrium geometry, with wB97M-V/def2-TZVPD.

The geometry in XYZ format:
```
14
Properties=species:S:1:pos:R:3:forces:R:3:nbo_charge:R:1
C -0.6915 1.4151 0.0132 3.1 -0.2 -2.8 -0.696
C 0.0626 0.0859 -0.0749 0.3 1.6 0.5 0.360
N -0.4656 -1.0645 -0.1207 1.6 0.5 0.0 -0.344
N -1.8395 -1.1392 -0.1335 -2.0 -0.2 3.4 -0.646
N 1.4627 0.3542 0.0583 -0.9 -4.3 0.9 -0.459
N 2.3247 -0.8469 -0.0408 -1.4 0.8 -3.3 -0.649
H 0.1685 2.1708 -0.1900 -2.1 -0.6 1.0 0.225
H -1.3631 1.4865 -0.8254 -0.4 0.2 -0.3 0.224
H -1.2307 1.4706 0.9010 -0.6 0.7 1.8 0.228
H -2.3079 -0.0645 0.2265 1.3 -4.5 -0.7 0.322
H -1.9641 -2.0862 0.6139 -0.4 4.1 -2.5 0.376
H 1.7409 1.1108 -0.5023 0.9 0.6 -0.9 0.365
H 1.8571 -1.5538 -0.7247 0.9 1.8 1.2 0.347
H 2.2458 -1.3389 0.7993 -0.2 -0.4 1.9 0.347
```
Positions in Å, forces in eV/Å.

Computed properties:
Charge: 0
SMILES string: C/C(=N\N)NN
E_tot: -299.8917 Eh
E_LUMO: 0.88 eV
Molar mass: 88.11 g mol⁻¹
Frontier orbital gap: 9.18 eV
Energy above the lowest of the compared OMol25 structures with the same formula, charge and spin: 3.782 eV
2S+1: 1

---

2.
Computed, not measured: a cluster of 2 separate species, C2H8N4 in total in a non-equilibrium geometry, with wB97M-V/def2-TZVPD.

The geometry in XYZ format:
```
14
Properties=species:S:1:pos:R:3:forces:R:3:nbo_charge:R:1
H -2.1341 -0.4013 -0.9617 -2.2 0.4 1.0 0.308
N -3.1235 0.0751 -0.7613 2.6 -0.4 -2.0 -0.276
N -3.4570 0.3322 0.3669 -1.1 -0.4 2.7 -0.303
H -2.9680 -0.0724 1.2640 0.4 0.4 -1.9 0.260
H -0.5446 -1.8550 0.7069 0.2 0.6 0.8 0.275
N -0.3850 -1.3749 -0.1963 0.1 -0.2 -1.1 -0.329
N -0.0150 -0.2047 -0.1803 0.3 -1.3 -2.0 -0.103
C 0.1330 0.5182 0.9932 -1.4 0.5 1.7 -0.295
C 1.3623 1.3794 1.0711 -0.6 2.5 0.4 -0.618
H 0.1275 -0.2780 1.8549 -0.7 1.8 -0.7 0.167
H -0.7603 1.2877 0.7513 1.3 -1.7 1.8 0.246
H 2.2676 0.8855 0.8754 1.1 -1.0 -0.8 0.218
H 1.2192 2.2752 0.3444 0.6 -1.4 1.5 0.223
H 1.5378 1.6945 2.1457 -0.7 0.2 -1.3 0.226
```
Positions in Å, forces in eV/Å.

Computed properties:
Charge: 0
SMILES string: [H]/N=N\[H].[H]/N=N\CC
E_tot: -299.8484 Eh
E_LUMO: 0.34 eV
Molar mass: 88.11 g mol⁻¹
Frontier orbital gap: 8.91 eV
Energy above the lowest of the compared OMol25 structures with the same formula, charge and spin: 4.961 eV
2S+1: 1

---

3.
Computed, not measured: a cluster of 2 separate species, C2H8N4 in total in a non-equilibrium geometry, with wB97M-V/def2-TZVPD.

The geometry in XYZ format:
```
14
Properties=species:S:1:pos:R:3:forces:R:3:nbo_charge:R:1
N 1.9692 0.1581 -1.0560 -0.9 0.3 1.1 -0.788
C 1.6826 -0.5960 0.0317 1.4 0.1 1.1 0.306
N 1.3865 -0.0751 1.1866 -1.1 -0.8 -0.9 -0.784
H 1.9592 1.1435 -0.7979 0.3 -0.2 -0.5 0.404
H 2.7215 -0.1685 -1.6254 0.2 0.0 -0.6 0.417
H 1.8799 -1.6663 -0.0131 -0.1 0.0 -0.6 0.182
H 1.2572 -0.8734 1.8055 0.2 0.2 0.4 0.361
N -1.2601 0.6149 0.8457 -1.3 -0.4 -0.4 -0.490
C -1.9092 -0.0278 -0.1095 1.8 -0.1 0.3 0.246
N -2.9832 0.5258 -0.6022 -0.9 0.4 -0.2 -0.336
H -0.2986 0.2758 1.1519 0.2 0.7 0.0 0.456
H -1.7477 1.4482 1.1814 0.5 0.1 0.2 0.438
H -1.4004 -0.9145 -0.4821 -0.3 -0.2 -0.1 0.210
H -3.2568 0.1554 -1.5165 0.0 -0.1 0.1 0.378
```
Positions in Å, forces in eV/Å.

Computed properties:
Charge: +1
E_tot: -299.7022 Eh
E_LUMO (spin up / spin down): -3.79 / -8.04 eV
Molar mass: 88.11 g mol⁻¹
Frontier orbital gap (spin up / spin down): 10.26 / 6.00 eV
Energy above the lowest of the compared OMol25 structures with the same formula, charge and spin: 0.000 eV
2S+1: 2